Entry one
# C3H9N3O2

A structure of composition C3H9N3O2 (ωB97M-V/def2-TZVPD, the OMol25 dataset).

Geometry as ORCA input:
```
! wB97M-V def2-TZVPD RIJCOSX def2/J DEFGRID3
* xyz 0 1
C 0.32049 -0.80607 -0.75468
C 0.20167 0.26863 -1.81129
N -0.77375 -1.97436 0.96382
O -0.11329 -2.87706 1.14784
H 1.34109 -1.02991 -0.44277
H -0.14481 -1.71771 -1.12078
H 0.71319 -0.03683 -2.73170
H 0.64808 1.21049 -1.48819
H -0.84363 0.44090 -2.08817
C -0.12475 0.29908 1.02503
N 1.03435 1.10893 0.97186
N -1.29094 1.02600 0.75110
O -0.20419 -0.57344 2.00088
H -1.30295 1.49946 -0.14096
H -2.12558 0.48075 0.90987
H 1.80582 0.65642 1.44207
H 0.85920 2.02474 1.36608
*
```

Entry two
# C3H9N3O2

A cluster of 2 separate species, C3H9N3O2 in total (ωB97M-V/def2-TZVPD, the OMol25 dataset).

Geometry as ORCA input:
```
! wB97M-V def2-TZVPD RIJCOSX def2/J DEFGRID3
* xyz 0 1
H -3.27934 -2.39394 1.86367
N -3.10986 -1.58691 1.27020
C -1.94911 -1.68039 0.75318
N -1.51618 -0.85852 -0.24130
C -0.41794 -1.22884 -1.12341
H -1.15587 -2.31399 1.16529
H -2.20084 -0.19886 -0.57804
H 0.15332 -0.33743 -1.36763
H 0.23524 -1.89437 -0.56264
H -0.77531 -1.71403 -2.03263
N 1.41004 2.16774 0.94940
C 2.30879 2.23906 -0.05617
O 3.13644 3.09423 -0.23715
O 2.15606 1.16960 -0.89125
H 0.78907 1.38068 0.99094
H 1.34285 2.89654 1.63241
H 2.87264 1.25943 -1.53486
*
```

Calculated values
SMILES ... [H]/N=C/NC.NC(=O)O

Stability ranking, top entry: entry two; the second entry is 511.5 kJ/mol less favorable.